Computed, not measured: a 5-piece molecular cluster, C15H26NO16P3S2 overall at a distorted geometry, with the ωB97M-V functional and the def2-TZVPD basis.

Summary:
Electronic energy = -99758.836 eV
Frontier orbital gap = 4.39 eV
LUMO energy = 0.0949 Eh
Largest force on an atom = 7.51 eV/Å
Total charge = -2
E_HOMO = -1.80 eV

Each line ends with the Mulliken charge.
Element x y z (Å)
N: -1.34667 2.51922 2.98545  -0.57
P: -2.95072 2.50773 2.75328  0.17
C: -3.62609 0.74637 2.36963  0.38
S: -5.09706 0.64360 3.57569  -0.38
O: -3.95017 0.67964 0.90655  -0.47
P: -2.47716 -0.00737 0.18952  0.05
P: -0.59727 -0.65545 -0.80406  0.17
S: -0.14557 0.57179 -2.29501  -0.56
O: -1.57213 -0.39899 1.66100  -0.19
C: -2.68648 -0.57605 2.60521  0.06
C: -2.01112 -0.86508 4.07082  0.00
O: -2.55719 -1.70442 4.95559  -0.70
O: -0.71177 -0.18596 4.37052  -0.66
H: -1.14451 2.90466 3.94110  0.19
H: -3.58786 3.07199 3.94578  0.03
H: -3.27213 3.41365 1.66333  0.06
H: -4.63475 0.06155 4.76695  0.20
H: -2.92953 -1.40346 0.26372  -0.02
H: -3.12076 -0.01440 -1.12493  -0.01
H: -2.07846 1.40568 0.15445  -0.05
H: 0.51867 -0.69038 0.10656  0.00
H: -0.82839 -1.94902 -1.43707  0.03
H: -3.43675 -1.46058 2.39931  0.32
C: -1.37782 0.88965 -7.37178  0.01
C: 0.05133 0.53213 -7.62220  -0.38
O: 0.76349 1.46563 -6.83256  -0.33
C: -0.08220 1.87444 -5.84193  0.57
O: 0.25513 2.54854 -4.88303  -0.53
O: -1.35362 1.42980 -6.06388  -0.23
H: -2.03918 0.02021 -7.41994  0.02
H: -1.74490 1.65503 -8.06354  0.23
H: 0.29536 -0.47929 -7.28047  0.30
H: 0.32538 0.62686 -8.67651  0.29
C: 3.03593 -0.59692 4.18649  -0.21
C: 2.33204 -0.78837 5.49067  -0.09
O: 3.11858 -1.76610 6.14451  -0.32
C: 4.36866 -1.69896 5.60006  0.72
O: 5.34454 -2.28219 6.04187  -0.65
O: 4.38423 -0.89362 4.49794  -0.32
H: 2.94122 0.42463 3.80820  0.30
H: 2.68893 -1.29500 3.41749  0.23
H: 2.32279 0.12257 6.09846  0.19
H: 1.30471 -1.13983 5.36139  0.16
C: -6.04949 -1.83920 -9.53176  -0.34
C: -4.62035 -2.19672 -9.78218  -0.33
O: -3.90819 -1.26322 -8.99255  -0.27
C: -4.75387 -0.85441 -8.00192  0.67
O: -4.41655 -0.18031 -7.04302  -0.48
O: -6.02529 -1.29905 -8.22386  -0.33
H: -6.71085 -2.70864 -9.57992  0.29
H: -6.41657 -1.07382 -10.22353  0.26
H: -4.37631 -3.20814 -9.44045  0.27
H: -4.34629 -2.10198 -10.83650  0.27
C: 8.52185 0.07290 6.58708  -0.32
C: 7.07371 0.42721 6.48543  0.12
O: 6.89570 1.37043 7.52502  -0.31
C: 8.11962 1.92088 7.77538  0.65
O: 8.30546 2.88919 8.49338  -0.58
O: 9.10762 1.24725 7.11693  -0.32
H: 8.95926 -0.17426 5.61589  0.29
H: 8.70210 -0.75561 7.28002  0.27
H: 6.82554 0.90228 5.53043  0.25
H: 6.42220 -0.43873 6.63152  -0.08

Cartesian forces, eV/Å:
N -1.64 1.12 0.72
P 3.55 0.08 0.99
C 0.01 -0.66 -0.62
S -0.52 -0.52 -0.08
O 0.25 -0.67 3.80
P -0.16 -0.51 -1.01
P 0.36 0.36 -1.28
S 0.35 0.12 -0.39
O -3.76 0.06 1.14
C 1.37 0.53 1.14
C 3.98 0.44 4.33
O 1.53 3.55 -4.31
O -6.41 -3.54 -1.65
H -0.23 -0.79 -1.19
H -0.21 -0.56 -1.20
H -0.65 -0.98 0.41
H 0.36 0.37 -1.54
H -0.10 0.27 0.16
H 0.35 0.69 0.25
H 0.59 -0.85 -0.21
H -0.64 -0.63 -0.35
H 0.44 0.34 0.99
H 1.60 1.53 0.07
C -0.87 -0.40 -0.31
C 0.47 -0.56 -0.58
O -0.20 0.24 0.25
C 0.50 1.71 2.96
O -0.77 -1.52 -2.73
O 0.83 0.24 0.04
H 0.06 0.32 0.19
H 0.02 -0.02 -0.01
H -0.05 0.07 0.01
H 0.12 0.08 0.17
C -1.04 0.60 -1.02
C -1.58 0.61 -0.03
O 2.05 -0.47 -0.28
C 0.36 -0.65 0.51
O -1.30 0.89 -0.66
O 0.93 -0.87 1.24
H 0.12 -0.25 0.04
H 0.01 0.10 0.11
H 0.02 -0.09 -0.06
H -0.01 0.17 0.02
C -0.91 -0.23 -0.47
C 0.48 -0.68 -0.73
O -0.37 0.34 0.46
C 0.72 1.73 2.60
O -0.89 -1.71 -2.51
O 0.73 0.20 0.18
H 0.04 0.20 0.17
H 0.04 -0.05 0.04
H -0.04 0.08 -0.01
H 0.11 0.08 0.22
C 0.38 -0.96 -0.47
C -0.92 -0.74 -0.74
O 1.12 0.74 0.58
C -0.03 1.76 1.30
O -0.28 -2.00 -1.46
O -0.41 0.79 0.54
H 0.04 0.15 0.21
H -0.04 0.06 -0.05
H 0.04 -0.04 0.09
H 0.12 0.28 0.02